Record 1
Formula: C18H54F6O9P
Source: OMol25
Level of theory: ωB97M-V with the def2-TZVPD basis set

## Properties
- HOMO-LUMO gap: 9.90 eV
- Energy above the lowest of the compared OMol25 structures with the same formula, charge and spin: 37.1 kcal per mole
- E_HOMO: -7.351 eV
- E: -63571.6964 eV

```
! RIJCOSX wB97M-V def2-TZVPD def2/J DEFGRID3
* xyz -1 1
P -24.058 -17.867 -6.462
F -23.424 -17.363 -7.872
F -24.309 -16.315 -6.051
F -24.754 -18.349 -5.101
F -23.823 -19.405 -6.941
F -22.634 -17.844 -5.741
F -25.510 -17.930 -7.208
O -24.401 -22.166 -7.224
O -21.914 -19.661 -3.576
O -26.202 -14.632 -4.739
O -22.303 -14.311 -6.594
O -26.066 -14.303 -11.158
O -29.735 -18.820 -5.719
O -18.707 -19.978 -8.271
O -21.590 -16.221 -9.648
O -24.442 -19.516 -9.911
C -23.448 -22.927 -5.150
C -21.066 -14.962 -6.377
C -26.633 -14.902 -9.967
C -27.544 -15.086 -4.590
C -27.862 -14.128 -9.566
C -21.595 -14.845 -9.986
C -19.932 -20.646 -7.880
C -19.989 -18.224 -3.404
C -28.395 -18.886 -6.211
C -21.094 -19.858 -8.421
C -19.995 -20.758 -6.369
C -27.564 -16.360 -3.740
C -21.263 -18.720 -2.737
C -25.717 -21.876 -5.220
C -25.575 -14.937 -8.864
C -22.197 -17.563 -2.414
C -24.724 -22.760 -5.963
C -28.221 -15.306 -5.938
H -24.215 -21.236 -7.042
H -22.638 -23.306 -5.769
H -27.589 -13.115 -9.251
H -25.142 -13.950 -8.684
H -26.019 -15.278 -7.927
H -25.428 -20.822 -5.250
H -21.977 -14.221 -9.170
H -26.858 -15.924 -10.268
H -26.852 -17.068 -4.169
H -24.031 -19.136 -9.126
H -22.291 -16.371 -9.007
H -25.766 -15.230 -5.357
H -30.295 -19.317 -6.318
H -27.678 -18.748 -5.402
H -28.186 -19.837 -6.698
H -28.560 -16.806 -3.726
H -20.155 -19.789 -5.900
H -20.784 -15.603 -7.222
H -28.378 -14.378 -6.487
H -27.617 -15.986 -6.550
H -22.004 -20.459 -8.368
H -27.245 -16.120 -2.727
H -22.998 -14.978 -6.579
H -28.072 -14.283 -4.068
H -20.240 -17.666 -4.310
H -23.124 -17.939 -1.983
H -26.718 -21.970 -5.649
H -19.348 -19.066 -3.667
H -28.379 -14.582 -8.716
H -25.372 -19.557 -9.673
H -20.980 -19.673 -9.493
H -17.991 -20.592 -8.085
H -22.228 -14.652 -10.859
H -25.188 -23.722 -6.178
H -24.798 -15.630 -9.181
H -28.575 -14.047 -10.387
H -22.413 -16.941 -3.284
H -23.166 -21.971 -4.700
H -21.241 -18.923 -7.888
H -20.568 -14.533 -10.176
H -20.974 -19.200 -1.799
H -21.079 -15.556 -5.460
H -19.929 -21.651 -8.319
H -25.839 -13.394 -10.938
H -28.203 -18.047 -6.887
H -23.598 -23.613 -4.307
H -21.733 -16.916 -1.659
H -25.789 -22.131 -4.157
H -20.782 -21.450 -6.055
H -19.423 -17.577 -2.728
H -29.188 -15.797 -5.805
H -19.071 -21.192 -5.966
H -20.294 -14.194 -6.310
H -22.246 -19.150 -4.322
*
```

***

Record 2
Formula: C18H54N9O3P3
Source: OMol25
Level of theory: ωB97M-V with the def2-TZVPD basis set

## Properties
- HOMO-LUMO gap: 8.50 eV
- Energy above the lowest of the compared OMol25 structures with the same formula, charge and spin: 25.9 kcal per mole
- E_HOMO: -8.076 eV
- E: -66964.4414 eV

```
! RIJCOSX wB97M-V def2-TZVPD def2/J DEFGRID3
* xyz 0 1
P 1.990 -5.895 -3.508
P -1.412 0.817 -1.064
P -0.522 5.180 4.908
O 2.316 -7.247 -4.011
O -0.477 6.630 4.751
O -2.186 0.809 0.201
N 2.868 -5.315 -2.189
N 2.115 -4.728 -4.780
N 0.261 0.524 -0.956
N -1.950 -0.373 -2.152
N -0.496 4.365 3.425
N 0.750 4.610 5.902
N -1.936 4.704 5.654
N 0.385 -5.690 -2.984
N -1.520 2.293 -1.834
C 0.145 3.051 3.387
C -0.055 -4.492 -2.284
C 1.189 1.603 -0.679
C 2.544 -5.788 -0.840
C -3.159 -1.090 -1.805
C 4.289 -5.039 -2.461
C -1.247 4.621 2.192
C 2.082 -3.303 -4.533
C 0.684 -0.764 -0.433
C -2.861 5.668 6.217
C -2.527 3.264 -1.393
C -2.372 3.340 5.725
C -1.309 -0.789 -3.383
C 1.448 5.631 6.652
C 2.337 -5.196 -6.146
C -1.158 2.457 -3.217
C 0.765 3.304 6.570
C -0.582 -6.417 -3.770
H -0.263 -7.462 -3.743
H -2.784 3.105 6.714
H 0.415 2.663 2.404
H 1.747 1.501 0.257
H -1.609 2.561 5.653
H 0.695 -0.809 0.660
H 3.154 -5.888 -6.373
H 3.211 -6.562 -0.456
H 0.601 -4.321 -1.428
H -3.400 6.268 5.458
H -2.143 4.003 2.289
H 2.714 -2.748 -5.238
H 1.605 -1.126 -0.889
H -1.569 5.661 2.148
H -1.934 -0.431 -4.205
H -0.517 2.260 3.772
H -1.572 -6.498 -3.307
H -3.655 5.225 6.809
H -2.167 4.284 -1.256
H -0.387 1.775 -3.567
H 1.325 5.638 7.740
H -3.003 2.924 -0.477
H -2.332 6.542 6.613
H 1.577 -6.283 -0.965
H -0.615 4.379 1.343
H 2.478 -4.888 -0.225
H 0.046 3.305 7.395
H 4.418 -4.900 -3.537
H 4.599 -4.149 -1.918
H -1.042 -4.680 -1.865
H 0.664 2.491 5.858
H 2.534 5.629 6.494
H 1.428 -5.759 -6.387
H -2.034 2.355 -3.874
H -1.217 -1.879 -3.378
H 2.485 -4.375 -6.846
H -2.914 -2.118 -1.523
H 1.121 -2.809 -4.728
H 1.726 3.185 7.075
H -3.286 3.227 -2.182
H 0.733 2.592 -0.631
H -0.779 3.459 -3.446
H -3.888 -1.090 -2.626
H 4.866 -5.946 -2.264
H -3.122 3.029 4.986
H 1.949 1.658 -1.467
H 2.468 -3.126 -3.529
H -0.099 -1.497 -0.661
H 1.155 6.615 6.283
H -0.750 -6.041 -4.786
H -0.293 -0.403 -3.435
H -0.003 -3.592 -2.898
H -3.767 -0.652 -1.016
H 1.032 2.956 4.014
*
```

***

Record 3
Formula: C18H54O18
Source: OMol25
Level of theory: ωB97M-V with the def2-TZVPD basis set

## Properties
- HOMO-LUMO gap: 9.49 eV
- Energy above the lowest of the compared OMol25 structures with the same formula, charge and spin: 56.3 kcal per mole
- E_HOMO: -9.487 eV
- E: -56390.5104 eV

```
! RIJCOSX wB97M-V def2-TZVPD def2/J DEFGRID3
* xyz 0 1
O 4.859 -3.144 0.241
O 0.912 -1.506 -0.480
O 0.328 -0.566 -5.805
O -0.836 0.171 -3.202
O -1.366 0.187 -0.521
O -2.408 2.622 -0.830
O -0.248 2.711 4.428
O 3.043 -0.004 3.713
O 2.678 0.742 -1.068
O -4.621 4.330 -1.789
O -7.328 -3.559 -0.881
O 1.990 -4.069 -0.436
O 3.874 1.433 -3.463
O -5.188 1.339 3.645
O 5.501 -1.824 3.107
O -5.397 -1.927 -2.844
O 2.730 2.336 5.144
O -2.248 0.782 3.405
C 5.241 -0.477 2.759
C 4.154 -2.816 -0.945
C -3.137 1.199 2.384
C 0.509 0.396 -3.644
C 2.125 3.169 4.170
C -5.203 -2.412 -1.508
C 0.826 2.606 3.565
C 0.797 0.581 -5.133
C 3.166 -4.076 -1.222
C -5.988 -3.704 -1.161
C 0.195 -1.173 0.711
C -4.203 2.094 3.008
C 4.091 0.842 -1.232
C -3.685 2.127 -1.126
C -1.295 -1.011 0.268
C -4.748 3.190 -0.872
C 3.749 -0.229 2.517
C 4.442 0.451 -2.681
H 1.172 -0.370 -3.242
H -4.606 3.980 -2.683
H -5.768 2.825 -0.992
H 6.429 -2.068 3.078
H 4.938 -2.735 -1.698
H -4.687 2.637 2.196
H -2.422 -0.161 3.455
H 0.343 1.496 -5.515
H 0.949 1.227 -3.092
H -0.984 2.181 4.114
H 3.694 0.650 1.876
H -7.354 -2.770 -0.334
H -0.824 0.071 -1.304
H 3.729 -1.818 -0.844
H -5.830 -4.519 -1.867
H 2.916 -0.840 4.167
H -0.605 -0.400 -5.959
H -1.916 1.798 -0.818
H 5.757 -0.467 1.798
H -3.771 2.771 3.745
H 3.953 -0.498 -2.900
H 5.545 0.261 3.501
H -0.962 -0.746 -3.459
H -2.485 1.730 1.690
H -4.725 3.525 0.165
H -3.649 0.437 1.797
H 2.823 3.342 3.351
H 2.320 1.520 -1.503
H 4.680 0.230 -0.549
H 2.836 1.445 4.802
H 3.753 -4.994 -1.214
H 0.296 -1.930 1.489
H -1.917 -0.958 1.161
H 0.631 -0.287 1.173
H 1.877 4.121 4.639
H 4.406 1.845 -0.944
H -5.642 1.851 4.318
H 1.566 -0.838 -0.699
H -5.572 -4.066 -0.221
H 2.887 -4.101 -2.276
H 5.513 0.452 -2.884
H -5.371 -1.633 -0.765
H 4.336 -3.529 0.948
H 3.338 -1.052 1.932
H 1.581 -3.201 -0.477
H 1.076 1.592 3.253
H -3.737 1.732 -2.141
H -4.179 -2.748 -1.343
H 1.873 0.714 -5.243
H -1.634 -1.896 -0.272
H -3.825 1.313 -0.415
H 4.246 1.404 -4.348
H -4.868 -2.405 -3.487
H 0.556 3.064 2.613
*
```

***

Record 4
Formula: C18H54O9
Source: OMol25
Level of theory: ωB97M-V with the def2-TZVPD basis set

## Properties
- HOMO-LUMO gap: 9.25 eV
- Energy above the lowest of the compared OMol25 structures with the same formula, charge and spin: 110.3 kcal per mole
- E_HOMO: -8.916 eV
- E: -37965.0830 eV

```
! RIJCOSX wB97M-V def2-TZVPD def2/J DEFGRID3
* xyz 0 1
O -32.158 -12.331 -12.669
O -26.303 -17.827 -13.514
O -24.607 -7.982 -16.915
O -28.910 -14.841 -15.747
O -26.436 -13.496 -9.995
O -23.857 -16.957 -9.405
O -26.092 -14.680 -12.348
O -20.210 -10.316 -15.661
O -24.205 -14.401 -8.591
C -20.048 -10.988 -14.466
C -27.214 -18.910 -13.738
C -29.989 -15.521 -16.429
C -30.991 -13.166 -12.186
C -28.293 -18.619 -12.712
C -27.666 -11.408 -10.335
C -24.665 -17.665 -10.196
C -23.996 -19.085 -10.327
C -29.870 -12.744 -13.036
C -24.807 -9.948 -15.427
C -23.111 -13.561 -8.879
C -26.121 -13.739 -13.394
C -27.667 -12.817 -9.833
C -29.639 -17.031 -16.435
C -23.012 -13.336 -10.380
C -23.812 -8.955 -16.133
C -24.636 -13.693 -13.907
C -21.296 -11.711 -13.979
H -24.108 -7.190 -17.126
H -23.025 -14.339 -10.806
H -22.923 -18.939 -10.202
H -21.138 -12.310 -13.082
H -26.996 -10.784 -9.744
H -32.725 -12.147 -11.917
H -21.553 -12.366 -14.811
H -24.349 -19.839 -9.622
H -25.366 -10.405 -16.244
H -19.857 -10.338 -13.612
H -24.718 -17.071 -11.109
H -26.390 -13.940 -10.845
H -28.685 -11.021 -10.327
H -30.721 -12.997 -11.143
H -28.285 -14.353 -16.288
H -23.191 -9.538 -16.814
H -26.527 -12.797 -13.025
H -25.481 -9.469 -14.717
H -29.186 -19.108 -13.102
H -25.707 -17.614 -9.880
H -28.881 -13.088 -12.731
H -24.136 -10.595 -14.862
H -26.045 -15.519 -12.812
H -20.391 -10.869 -16.424
H -27.909 -12.838 -8.771
H -28.416 -13.468 -10.285
H -29.154 -17.332 -15.507
H -26.777 -19.888 -13.535
H -30.102 -12.998 -14.070
H -29.839 -11.656 -12.998
H -24.016 -13.155 -13.190
H -23.060 -12.650 -8.282
H -27.671 -18.832 -14.724
H -27.401 -11.442 -11.391
H -24.578 -13.190 -14.872
H -24.087 -16.025 -9.408
H -22.158 -12.787 -10.776
H -24.227 -14.673 -14.150
H -31.250 -14.225 -12.197
H -22.206 -14.148 -8.722
H -24.965 -13.967 -8.986
H -24.225 -19.427 -11.336
H -28.902 -17.107 -17.234
H -23.816 -12.635 -10.604
H -23.091 -8.419 -15.517
H -19.264 -11.745 -14.451
H -28.123 -19.014 -11.710
H -25.542 -17.981 -14.079
H -30.522 -17.638 -16.637
H -26.829 -14.031 -14.170
H -28.382 -17.542 -12.568
H -30.042 -14.973 -17.369
H -22.158 -11.080 -13.762
H -30.857 -15.315 -15.803
*
```

***

Record 5
Formula: C18H54O9S9
Source: OMol25
Level of theory: ωB97M-V with the def2-TZVPD basis set

## Properties
- HOMO-LUMO gap: 8.68 eV
- Energy above the lowest of the compared OMol25 structures with the same formula, charge and spin: 66.6 kcal per mole
- E_HOMO: -8.872 eV
- E: -135476.0102 eV

```
! RIJCOSX wB97M-V def2-TZVPD def2/J DEFGRID3
* xyz 0 1
S 0.542 -2.547 -7.085
S 1.552 -7.786 -2.455
S -5.930 1.763 3.283
S -0.289 3.386 4.621
S -4.033 -4.730 2.559
S 3.966 -2.292 3.484
S -0.951 0.663 -1.238
S 2.228 8.779 -0.175
S 2.115 4.901 -4.873
O 0.797 -3.374 -8.348
O -7.204 0.880 3.128
O 2.422 6.169 -5.719
O 1.172 -9.202 -2.936
O 3.560 -1.210 2.514
O 3.555 8.432 -0.804
O -1.195 3.961 3.543
O -2.898 -3.851 2.036
O -0.805 0.645 -2.748
C -3.199 -5.876 3.761
C -0.062 -0.836 -0.707
C 2.292 3.350 -5.870
C 2.616 -3.554 3.548
C 3.561 4.579 -3.775
C 0.609 -7.483 -0.939
C -4.970 -3.726 3.867
C 2.205 -1.914 -6.612
C -4.563 1.006 2.305
C -0.855 1.677 4.930
C -0.010 -0.907 -7.756
C 0.347 1.771 -0.545
C 0.588 -6.656 -3.535
C -5.454 1.378 4.976
C 0.994 8.326 -1.433
C 1.821 7.372 0.977
C 5.291 -3.153 2.531
C -1.105 4.097 6.194
H 2.408 7.609 1.863
H 1.232 1.663 -1.172
H 2.802 -4.253 4.363
H -0.440 -6.981 -3.695
H -4.539 -0.042 2.605
H -4.946 0.423 5.102
H -4.238 -3.119 4.401
H 0.933 -6.602 -0.384
H 5.395 -4.190 2.849
H 0.012 -0.251 -6.885
H 1.675 -3.061 3.794
H 0.441 -5.623 -3.222
H -2.128 4.395 5.960
H 0.619 -0.561 -8.576
H -0.291 1.276 5.771
H 2.889 -2.714 -6.327
H 1.849 2.510 -5.336
H 0.829 -0.968 -1.322
H -1.011 -1.077 -8.153
H 0.804 7.523 1.338
H -1.086 3.391 7.024
H 3.477 5.335 -2.994
H 1.130 -6.582 -4.478
H -5.646 -3.090 3.295
H -3.649 1.588 2.428
H 2.556 -4.017 2.564
H 0.043 8.836 -1.273
H -2.821 -5.227 4.551
H 6.223 -2.608 2.681
H 2.162 -1.265 -5.737
H -0.668 0.933 4.156
H 0.812 7.252 -1.448
H -0.016 2.799 -0.563
H -2.383 -6.291 3.169
H 4.986 -3.231 1.487
H -0.666 -1.742 -0.756
H 0.747 -8.286 -0.215
H 0.600 1.627 0.506
H 3.526 3.579 -3.344
H 4.512 4.692 -4.296
H -0.561 4.973 6.549
H -5.485 -4.477 4.465
H -3.936 -6.581 4.145
H 1.963 3.604 -6.878
H -6.308 1.369 5.653
H 1.290 8.698 -2.414
H 2.669 -1.335 -7.410
H 3.340 3.184 -6.119
H -1.903 1.640 5.227
H 0.194 -0.902 0.350
H 2.017 6.367 0.601
H -0.442 -7.414 -1.218
H -4.833 0.996 1.249
H -4.850 2.197 5.366
*
```

***

Repeat the third record exactly.
Formula: C18H54O18
Source: OMol25
Level of theory: ωB97M-V with the def2-TZVPD basis set

## Properties
- HOMO-LUMO gap: 9.49 eV
- Energy above the lowest of the compared OMol25 structures with the same formula, charge and spin: 56.3 kcal per mole
- E_HOMO: -9.487 eV
- E: -56390.5104 eV

```
! RIJCOSX wB97M-V def2-TZVPD def2/J DEFGRID3
* xyz 0 1
O 4.859 -3.144 0.241
O 0.912 -1.506 -0.480
O 0.328 -0.566 -5.805
O -0.836 0.171 -3.202
O -1.366 0.187 -0.521
O -2.408 2.622 -0.830
O -0.248 2.711 4.428
O 3.043 -0.004 3.713
O 2.678 0.742 -1.068
O -4.621 4.330 -1.789
O -7.328 -3.559 -0.881
O 1.990 -4.069 -0.436
O 3.874 1.433 -3.463
O -5.188 1.339 3.645
O 5.501 -1.824 3.107
O -5.397 -1.927 -2.844
O 2.730 2.336 5.144
O -2.248 0.782 3.405
C 5.241 -0.477 2.759
C 4.154 -2.816 -0.945
C -3.137 1.199 2.384
C 0.509 0.396 -3.644
C 2.125 3.169 4.170
C -5.203 -2.412 -1.508
C 0.826 2.606 3.565
C 0.797 0.581 -5.133
C 3.166 -4.076 -1.222
C -5.988 -3.704 -1.161
C 0.195 -1.173 0.711
C -4.203 2.094 3.008
C 4.091 0.842 -1.232
C -3.685 2.127 -1.126
C -1.295 -1.011 0.268
C -4.748 3.190 -0.872
C 3.749 -0.229 2.517
C 4.442 0.451 -2.681
H 1.172 -0.370 -3.242
H -4.606 3.980 -2.683
H -5.768 2.825 -0.992
H 6.429 -2.068 3.078
H 4.938 -2.735 -1.698
H -4.687 2.637 2.196
H -2.422 -0.161 3.455
H 0.343 1.496 -5.515
H 0.949 1.227 -3.092
H -0.984 2.181 4.114
H 3.694 0.650 1.876
H -7.354 -2.770 -0.334
H -0.824 0.071 -1.304
H 3.729 -1.818 -0.844
H -5.830 -4.519 -1.867
H 2.916 -0.840 4.167
H -0.605 -0.400 -5.959
H -1.916 1.798 -0.818
H 5.757 -0.467 1.798
H -3.771 2.771 3.745
H 3.953 -0.498 -2.900
H 5.545 0.261 3.501
H -0.962 -0.746 -3.459
H -2.485 1.730 1.690
H -4.725 3.525 0.165
H -3.649 0.437 1.797
H 2.823 3.342 3.351
H 2.320 1.520 -1.503
H 4.680 0.230 -0.549
H 2.836 1.445 4.802
H 3.753 -4.994 -1.214
H 0.296 -1.930 1.489
H -1.917 -0.958 1.161
H 0.631 -0.287 1.173
H 1.877 4.121 4.639
H 4.406 1.845 -0.944
H -5.642 1.851 4.318
H 1.566 -0.838 -0.699
H -5.572 -4.066 -0.221
H 2.887 -4.101 -2.276
H 5.513 0.452 -2.884
H -5.371 -1.633 -0.765
H 4.336 -3.529 0.948
H 3.338 -1.052 1.932
H 1.581 -3.201 -0.477
H 1.076 1.592 3.253
H -3.737 1.732 -2.141
H -4.179 -2.748 -1.343
H 1.873 0.714 -5.243
H -1.634 -1.896 -0.272
H -3.825 1.313 -0.415
H 4.246 1.404 -4.348
H -4.868 -2.405 -3.487
H 0.556 3.064 2.613
*
```